(1)
{
  "formula": "C30H46IrO2P2",
  "method": "the ωB97M-V functional and the def2-TZVPD basis",
  "multiplicity": 5,
  "s2": 6.021,
  "charge": 1,
  "symbols": ["Ir", "P", "P", "O", "O", "C", "C", "C", "C", "C", "C", "C", "C", "C", "C", "C", "C", "C", "C", "C", "C", "C", "C", "C", "C", "C", "C", "C", "C", "C", "C", "C", "C", "C", "C", "H", "H", "H", "H", "H", "H", "H", "H", "H", "H", "H", "H", "H", "H", "H", "H", "H", "H", "H", "H", "H", "H", "H", "H", "H", "H", "H", "H", "H", "H", "H", "H", "H", "H", "H", "H", "H", "H", "H", "H", "H", "H", "H", "H", "H", "H"],
  "xyz": [[0.149, -0.577, -0.803], [1.392, 0.956, -1.849], [-1.317, 0.442, -2.126], [-0.780, 4.812, 1.207], [-0.977, 2.540, 1.300], [-1.144, 2.766, 4.161], [0.827, -3.611, -0.794], [1.283, 1.366, -5.912], [-1.739, 4.140, 6.062], [0.479, -2.478, 0.109], [-1.278, 3.860, 3.279], [-0.877, 2.231, -7.029], [-1.872, 5.247, 5.211], [-1.708, 1.349, -6.154], [-1.835, -0.452, 2.297], [2.112, 2.307, -0.950], [2.907, -1.620, 0.681], [2.501, -0.076, -2.804], [-1.370, 2.903, 5.536], [-1.639, 5.111, 3.836], [1.417, -1.568, 0.746], [-0.856, -2.064, 0.515], [0.663, -0.728, 1.659], [-1.046, -0.809, -7.277], [-2.677, 1.365, -1.482], [-2.147, -2.711, 0.152], [-1.840, 0.025, -6.322], [-1.661, -0.968, -3.181], [-0.989, 3.723, 1.788], [-0.036, 1.515, -2.857], [0.410, -0.330, -7.547], [1.203, 0.102, -6.359], [-0.705, -1.032, 1.527], [1.283, 0.245, 2.596], [0.559, 2.530, -6.516], [0.008, -3.824, -1.485], [3.269, -2.194, 1.539], [-2.323, 1.883, -5.419], [0.109, 1.328, -3.924], [-1.716, 5.975, 3.171], [-1.586, -0.835, -8.245], [-1.596, -0.641, -4.219], [-1.917, 4.249, 7.138], [3.501, -0.029, -2.360], [-2.352, 1.924, -0.593], [0.963, 1.276, 2.378], [-2.147, 6.222, 5.610], [-3.027, 2.039, -2.273], [3.248, -2.109, -0.235], [-2.951, -1.977, 0.094], [0.510, 3.360, -5.787], [-0.814, 1.795, -8.036], [-1.395, 3.203, -7.139], [0.936, -1.177, -8.025], [-1.021, -1.855, -6.919], [2.021, 1.638, -5.147], [2.510, 0.270, -3.839], [1.720, -3.383, -1.382], [-0.254, 2.570, -2.671], [2.376, 0.176, 2.565], [-2.409, -3.430, 0.933], [-3.476, 0.665, -1.203], [1.833, -0.684, -5.924], [-0.934, -1.767, -2.983], [-0.845, 1.806, 3.750], [-1.981, 0.614, 2.053], [3.341, -0.622, 0.743], [2.161, -1.117, -2.752], [0.385, 0.480, -8.292], [-2.755, -1.013, 2.117], [-1.243, 2.034, 6.179], [2.392, 3.072, -1.683], [1.394, 2.711, -0.224], [-2.688, -0.497, -5.863], [3.007, 1.956, -0.420], [-2.070, -3.237, -0.800], [-1.612, -0.514, 3.371], [0.966, 0.013, 3.620], [1.156, 2.907, -7.370], [1.022, -4.499, -0.193], [-2.659, -1.354, -2.954]],
  "forces_ev_per_angstrom": [[0.43, -1.73, 0.74], [-0.92, -0.01, 0.81], [0.59, 0.12, 1.06], [0.37, 0.81, -0.96], [0.27, 3.49, 0.16], [0.19, 0.12, -0.49], [-0.01, -0.04, 0.04], [0.55, -0.66, -0.43], [-0.05, 0.34, -0.14], [-0.21, 0.47, 0.31], [-0.14, 0.96, 1.19], [0.44, 0.58, -0.34], [0.10, -0.36, -0.29], [-0.56, -0.42, 0.05], [0.08, 0.35, 0.11], [0.87, 0.96, -0.60], [-0.08, -0.26, 0.10], [0.74, 0.29, -0.67], [0.02, 0.10, -0.65], [0.17, -0.23, -0.10], [-0.80, -0.08, 1.98], [0.55, 0.23, 1.97], [2.40, -0.58, -1.01], [0.24, -0.22, -0.39], [-1.10, 0.65, -0.75], [0.09, -0.19, 0.19], [-0.64, 0.71, -0.16], [-0.60, 0.02, -0.75], [-0.79, -4.93, 1.50], [0.03, 0.84, -0.78], [-0.29, -0.44, -0.81], [0.48, 0.48, 0.47], [-1.81, -1.52, -1.22], [-0.09, 0.21, 0.06], [-0.26, 0.49, -0.17], [0.10, -0.09, 0.07], [0.19, 0.00, -0.14], [0.00, -0.37, -0.20], [-0.12, 0.25, -0.02], [-0.09, -0.21, 0.32], [0.26, -0.12, 0.34], [-0.06, -0.38, 0.03], [0.09, -0.03, -0.50], [-0.06, 0.02, -0.17], [0.02, -0.21, -0.34], [0.16, -0.23, 0.07], [0.06, -0.27, -0.08], [-0.41, 0.16, 0.38], [0.06, 0.08, 0.11], [0.00, -0.03, -0.08], [0.08, -0.36, -0.24], [-0.22, 0.33, 0.41], [0.19, -0.46, 0.01], [-0.20, 0.42, 0.16], [-0.04, 0.41, -0.08], [-0.32, -0.24, -0.20], [0.35, -0.32, 0.01], [-0.05, -0.12, 0.05], [0.00, 0.07, -0.24], [-0.27, 0.13, 0.04], [-0.15, -0.09, -0.16], [0.14, 0.21, -0.04], [-0.19, 0.37, 0.13], [-0.15, 0.25, -0.10], [-0.07, 0.15, 0.10], [-0.09, -0.38, 0.10], [0.03, -0.04, -0.10], [0.02, 0.29, -0.11], [0.19, -0.48, 0.26], [0.06, 0.18, 0.05], [-0.08, 0.22, -0.13], [0.21, 0.34, 0.42], [0.07, -0.25, -0.29], [0.46, 0.24, 0.17], [-0.21, 0.10, -0.12], [-0.11, -0.02, 0.03], [-0.12, 0.03, -0.09], [0.08, 0.09, -0.01], [-0.22, -0.02, 0.37], [0.04, -0.19, -0.13], [0.07, 0.03, -0.11]]
}



(2)
{
  "formula": "C30H46IrO2P2",
  "method": "the ωB97M-V functional and the def2-TZVPD basis",
  "multiplicity": 6,
  "s2": 8.768,
  "charge": 2,
  "symbols": ["Ir", "P", "P", "O", "O", "C", "C", "C", "C", "C", "C", "C", "C", "C", "C", "C", "C", "C", "C", "C", "C", "C", "C", "C", "C", "C", "C", "C", "C", "C", "C", "C", "C", "C", "C", "H", "H", "H", "H", "H", "H", "H", "H", "H", "H", "H", "H", "H", "H", "H", "H", "H", "H", "H", "H", "H", "H", "H", "H", "H", "H", "H", "H", "H", "H", "H", "H", "H", "H", "H", "H", "H", "H", "H", "H", "H", "H", "H", "H", "H", "H"],
  "xyz": [[0.149, -0.575, -0.801], [-1.316, 0.441, -2.127], [1.392, 0.955, -1.850], [-0.792, 4.818, 1.218], [-0.974, 2.545, 1.308], [-0.705, -1.033, 1.524], [-1.046, -0.809, -7.277], [0.480, -2.479, 0.107], [-0.990, 3.725, 1.799], [-0.036, 1.514, -2.857], [1.418, -1.570, 0.745], [-0.856, -2.065, 0.513], [-1.353, 2.893, 5.547], [-2.147, -2.711, 0.150], [-2.676, 1.365, -1.481], [0.827, -3.611, -0.795], [-1.836, -0.453, 2.294], [0.410, -0.330, -7.547], [0.664, -0.729, 1.657], [2.501, -0.077, -2.804], [-1.269, 3.860, 3.294], [1.283, 1.368, -5.912], [1.203, 0.100, -6.359], [2.906, -1.622, 0.680], [-1.660, -0.968, -3.181], [-1.708, 1.349, -6.154], [-1.137, 2.759, 4.171], [-1.840, 0.025, -6.323], [-1.839, 5.243, 5.234], [-1.617, 5.110, 3.858], [1.283, 0.243, 2.595], [-0.877, 2.231, -7.029], [0.559, 2.530, -6.516], [2.113, 2.306, -0.951], [-1.709, 4.131, 6.081], [0.967, 0.010, 3.619], [2.509, 0.270, -3.840], [-3.025, 2.040, -2.272], [-1.614, -0.517, 3.369], [-2.659, -1.354, -2.954], [2.021, 1.639, -5.148], [1.022, -4.499, -0.194], [0.961, 1.274, 2.377], [3.249, -2.111, -0.236], [-2.070, -3.239, -0.801], [0.385, 0.480, -8.292], [-1.879, 4.237, 7.158], [-2.755, -1.010, 2.113], [-2.408, -3.430, 0.931], [1.833, -0.683, -5.924], [3.269, -2.195, 1.539], [-2.951, -1.978, 0.091], [-0.848, 1.800, 3.754], [1.156, 2.908, -7.371], [1.396, 2.709, -0.223], [-2.350, 1.923, -0.591], [-3.475, 0.665, -1.202], [-0.254, 2.569, -2.671], [3.501, -0.030, -2.360], [3.008, 1.955, -0.421], [0.109, 1.327, -3.923], [-1.595, -0.640, -4.219], [-2.106, 6.219, 5.640], [2.161, -1.118, -2.753], [-1.021, -1.855, -6.918], [0.510, 3.360, -5.787], [-2.689, -0.497, -5.864], [2.375, 0.176, 2.562], [-0.933, -1.768, -2.983], [0.936, -1.178, -8.026], [-1.693, 5.977, 3.197], [0.008, -3.826, -1.487], [-1.979, 0.615, 2.052], [3.342, -0.624, 0.742], [-1.586, -0.835, -8.246], [-1.229, 2.021, 6.187], [-1.394, 3.203, -7.139], [1.720, -3.385, -1.383], [-0.815, 1.796, -8.037], [-2.323, 1.883, -5.420], [2.391, 3.071, -1.684]],
  "forces_ev_per_angstrom": [[0.05, -0.47, -0.92], [-0.39, 0.21, 0.27], [0.15, 0.31, 0.48], [0.37, 0.60, -0.78], [0.29, 2.89, -0.03], [-2.06, -1.35, -0.49], [0.22, -0.24, -0.39], [-0.46, 0.38, -0.39], [-0.82, -4.28, 1.57], [0.01, 0.53, -0.17], [-0.15, -0.27, 2.87], [0.33, -0.53, 2.42], [0.04, 0.02, -0.73], [0.28, 0.09, -0.14], [-0.90, 0.45, -0.56], [0.03, -0.14, 0.00], [0.17, 0.22, 0.10], [-0.27, -0.44, -0.84], [2.56, -0.40, -0.53], [0.62, 0.26, -0.52], [-0.13, 0.86, 1.04], [0.42, -0.76, -0.42], [0.43, 0.56, 0.53], [-0.29, -0.12, -0.22], [-0.53, 0.01, -0.40], [-0.49, -0.37, 0.10], [0.23, 0.18, -0.36], [-0.55, 0.63, -0.11], [0.08, -0.37, -0.23], [0.15, -0.12, -0.14], [-0.09, 0.16, 0.03], [0.42, 0.57, -0.37], [-0.25, 0.52, -0.17], [0.72, 0.73, -0.47], [-0.06, 0.44, -0.19], [0.05, 0.09, -0.09], [0.29, -0.29, 0.02], [-0.31, 0.10, 0.35], [-0.09, 0.06, -0.17], [0.09, 0.04, -0.09], [-0.23, -0.20, -0.18], [0.04, -0.16, -0.13], [0.11, -0.28, 0.08], [0.05, 0.05, 0.15], [-0.09, -0.05, 0.07], [0.21, -0.49, 0.27], [0.09, -0.03, -0.49], [0.02, 0.14, 0.04], [-0.07, -0.07, -0.06], [-0.14, 0.32, 0.12], [0.11, -0.01, -0.07], [0.00, -0.02, -0.01], [-0.06, 0.12, 0.11], [-0.23, -0.03, 0.40], [0.05, -0.18, -0.27], [0.02, -0.13, -0.30], [0.13, 0.22, -0.06], [0.00, 0.01, -0.16], [-0.08, 0.02, -0.16], [-0.20, 0.11, -0.14], [-0.07, 0.09, -0.10], [-0.01, -0.26, -0.07], [0.06, -0.30, -0.10], [0.02, 0.24, -0.16], [-0.06, 0.41, -0.10], [0.09, -0.33, -0.26], [0.40, 0.23, 0.16], [-0.23, 0.12, 0.05], [-0.08, 0.17, -0.15], [-0.21, 0.44, 0.16], [-0.09, -0.22, 0.33], [0.10, -0.10, 0.11], [-0.01, -0.34, 0.10], [0.00, -0.05, -0.02], [0.27, -0.13, 0.37], [-0.09, 0.22, -0.11], [0.20, -0.47, 0.01], [-0.05, -0.13, 0.10], [-0.23, 0.34, 0.43], [-0.05, -0.34, -0.20], [0.16, 0.26, 0.39]]
}



Calculated max |F| in order - 5.22 4.63 eV/Å
Calculated molecular weight in order - 692.861 692.861 g mol⁻¹
Calculated relative energy (zero: lowest compared OMol25 entry of this formula, charge and spin) in order - 78.22 0.00 kJ/mol